# 1
Entry from OMol25: an isolated molecule of C5H8N2 (ωB97M-V/def2-TZVPD).

```
15
Properties=species:S:1:pos:R:3:nbo_charge:R:1
C -0.077 -1.949 -0.389 -0.03
C -1.114 -1.268 -0.121 -0.39
C -1.166 0.289 -0.185 0.31
C 0.016 0.904 -0.921 -0.34
C 1.809 0.360 0.560 -0.47
N -1.818 0.996 0.603 -0.63
N 1.222 0.173 -0.722 -0.29
H -2.219 -1.529 0.144 0.23
H 0.130 1.906 -0.406 0.22
H 0.471 -2.811 -0.625 0.22
H -0.420 1.007 -1.915 0.21
H 1.330 1.209 1.091 0.17
H 2.854 0.571 0.496 0.21
H 1.522 -0.475 1.157 0.22
H -2.539 0.619 1.234 0.35
```

## Properties
- Relative energy (zero: lowest compared OMol25 entry of this formula, charge and spin): 569.9 kJ/mol
- Calculated total energy: -8289.08936 eV
- Frontier orbital gap (spin up / spin down): 9.0 / 8.3 eV
- LUMO energy (spin up / spin down): 0.0 / -0.1 eV
- HOMO (spin up / spin down): -0.330 / -0.306 hartree

***

# 2
Entry from OMol25: an isolated molecule of C5H8N2 (ωB97M-V/def2-TZVPD).

```
15
Properties=species:S:1:pos:R:3:nbo_charge:R:1
C -0.657 -0.876 2.159 -0.29
C -1.754 -0.484 1.672 -0.15
C 0.083 0.690 0.281 0.08
C -0.709 -0.422 0.563 -0.17
C -0.816 -1.509 -0.425 -0.63
N 1.487 1.977 -1.384 -0.63
N 0.728 0.902 -0.943 -0.45
H 0.348 -1.133 2.672 0.27
H 0.236 1.291 1.208 0.22
H -0.561 -2.466 -0.010 0.23
H -0.350 -1.423 -1.473 0.19
H -1.857 -1.577 -0.564 0.24
H 2.320 2.064 -0.877 0.35
H 0.963 2.893 -1.320 0.35
H 0.539 0.074 -1.560 0.39
```

## Properties
- Relative energy (zero: lowest compared OMol25 entry of this formula, charge and spin): 617.8 kJ/mol
- Calculated total energy: -8288.59329 eV
- Frontier orbital gap: 8.2 eV
- LUMO energy: 0.7 eV
- HOMO: -0.275 hartree

***

# 3
Entry from OMol25: an isolated molecule of C5H8N2 (ωB97M-V/def2-TZVPD).

```
15
Properties=species:S:1:pos:R:3:nbo_charge:R:1
N 1.345 -1.303 -1.616 -0.35
C 0.364 -1.305 -0.999 0.28
C -0.681 -0.864 -0.058 -0.14
N -2.048 -0.835 -0.567 -0.82
C -0.182 0.633 0.374 -0.23
C 1.143 1.163 -0.134 -0.44
C 0.987 0.845 1.326 -0.42
H -0.667 -1.561 0.795 0.23
H -2.528 -1.732 -0.552 0.37
H -2.100 -0.471 -1.511 0.37
H -1.072 1.255 0.434 0.24
H 1.648 0.404 -0.753 0.25
H 1.335 2.170 -0.508 0.22
H 0.970 1.648 2.070 0.22
H 1.487 -0.047 1.699 0.21
```

## Properties
- Relative energy (zero: lowest compared OMol25 entry of this formula, charge and spin): 189.2 kJ/mol
- Calculated total energy: -8293.03549 eV
- Frontier orbital gap: 11.0 eV
- LUMO energy: 0.8 eV
- HOMO: -0.373 hartree
- SMILES: N#C[C@H](N)C1CC1

***

# 4
Entry from OMol25: an isolated molecule of C5H8N2 (ωB97M-V/def2-TZVPD).

```
15
Properties=species:S:1:pos:R:3:nbo_charge:R:1
C 0.719 -0.424 -1.506 -0.67
C -0.177 -0.020 -0.373 0.22
C -0.485 -1.029 0.710 -0.54
C 0.667 -1.319 1.579 0.29
N 1.593 -1.540 2.238 -0.34
C -0.414 1.747 0.688 -0.30
N -0.863 1.141 -0.445 -0.56
H 0.917 -1.502 -1.518 0.22
H 0.267 -0.138 -2.467 0.22
H 1.691 0.087 -1.451 0.24
H -0.798 -1.988 0.265 0.23
H -1.302 -0.655 1.334 0.26
H 0.649 1.922 0.806 0.18
H -1.108 2.197 1.396 0.17
H -1.356 1.521 -1.252 0.37
```

## Properties
- Relative energy (zero: lowest compared OMol25 entry of this formula, charge and spin): 342.9 kJ/mol
- Calculated total energy: -8291.44260 eV
- Frontier orbital gap: 8.5 eV
- LUMO energy: 0.6 eV
- HOMO: -0.288 hartree

***

# 5
Entry from OMol25: an isolated molecule of C5H8N2 (ωB97M-V/def2-TZVPD).

```
15
Properties=species:S:1:pos:R:3:nbo_charge:R:1
C 1.246 0.880 -1.120 -0.41
N 0.150 0.124 -0.560 -0.33
C -1.026 -0.183 -1.184 -0.07
C -1.904 -0.665 -0.243 -0.30
C -1.232 -0.643 1.010 -0.33
C 0.036 -0.158 0.779 0.27
N 1.214 -0.088 1.559 -0.86
H 2.141 0.682 -0.528 0.24
H 1.410 0.589 -2.159 0.20
H 1.024 1.952 -1.070 0.20
H -1.135 -0.026 -2.249 0.21
H -2.914 -1.002 -0.435 0.22
H -1.613 -0.983 1.966 0.22
H 1.160 0.539 2.351 0.37
H 1.443 -1.018 1.884 0.37
```

## Properties
- Relative energy (zero: lowest compared OMol25 entry of this formula, charge and spin): 39.2 kJ/mol
- Calculated total energy: -8294.59023 eV
- Frontier orbital gap: 9.0 eV
- LUMO energy: 1.0 eV
- HOMO: -0.294 hartree
- SMILES: Cn1cccc1N

***

# 6
Entry from OMol25: an isolated molecule of C5H8N2 (ωB97M-V/def2-TZVPD).

```
15
Properties=species:S:1:pos:R:3:nbo_charge:R:1
C -2.454 -0.394 -0.365 -0.38
N -1.182 -0.316 -0.062 -0.26
C -0.659 -0.669 1.231 0.24
N 0.499 -0.220 1.441 -0.34
C 0.846 0.542 0.228 -0.12
C 2.222 0.246 -0.268 -0.60
C -0.198 0.230 -0.752 -0.18
H -2.688 -0.029 -1.350 0.19
H -3.069 -0.888 0.348 0.19
H 0.734 1.592 0.534 0.21
H -1.284 -1.240 1.915 0.20
H 2.910 0.432 0.547 0.22
H 2.268 -0.802 -0.569 0.21
H 2.428 0.868 -1.145 0.21
H -0.373 0.648 -1.732 0.21
```

## Properties
- Relative energy (zero: lowest compared OMol25 entry of this formula, charge and spin): 281.7 kJ/mol
- Calculated total energy: -8292.07688 eV
- Frontier orbital gap: 7.5 eV
- LUMO energy: 0.7 eV
- HOMO: -0.248 hartree